[1]
{
  "formula": "C25H41BBeCl2CsMgN3O18P",
  "method": "wB97M-V/def2-TZVPD",
  "species": ["O", "C", "C", "C", "C", "C", "C", "O", "P", "C", "B", "O", "O", "O", "H", "H", "H", "H", "H", "H", "H", "H", "H", "H", "H", "H", "H", "H", "H", "H", "H", "H", "H", "Cs", "Mg", "C", "C", "O", "O", "H", "H", "H", "Cl", "C", "C", "Cl", "H", "H", "H", "H", "C", "O", "O", "O", "H", "C", "C", "C", "O", "C", "C", "C", "O", "O", "O", "H", "H", "H", "H", "N", "O", "O", "O", "C", "C", "C", "C", "C", "C", "H", "H", "H", "H", "H", "H", "C", "O", "N", "N", "H", "H", "H", "H", "Be"],
  "xyz": [[1.36, -2.74, 2.23], [2.06, -3.66, 1.36], [1.38, -3.84, -0.08], [0.12, -4.88, 0.04], [-1.14, -4.02, 0.53], [-2.55, -4.79, 0.53], [-3.31, -4.71, 1.99], [-4.33, -3.70, 2.15], [-4.25, -2.73, 0.71], [-5.02, -1.10, 1.45], [-3.81, -0.02, 1.35], [-2.94, 0.30, 2.50], [-3.49, 0.66, 0.08], [-3.40, -3.91, -0.28], [0.90, -3.29, 2.91], [2.10, -4.66, 1.92], [3.13, -3.28, 1.25], [0.97, -2.82, -0.40], [2.13, -4.22, -0.85], [-0.11, -5.38, -0.95], [0.42, -5.71, 0.76], [-1.01, -3.58, 1.58], [-1.21, -3.12, -0.18], [-2.50, -5.87, 0.20], [-2.61, -4.46, 2.87], [-3.66, -5.77, 2.22], [-5.54, -3.22, 0.25], [-3.98, -1.87, -0.44], [-3.02, -2.20, 1.32], [-5.34, -1.28, 2.53], [-5.91, -0.74, 0.85], [-2.08, -0.17, 2.27], [-2.58, 0.33, -0.14], [-0.19, 0.35, 1.70], [-1.08, -3.79, 3.77], [-9.17, -1.62, 1.92], [-8.99, -2.56, 0.71], [-7.89, -2.45, 0.12], [-9.95, -3.30, 0.49], [-8.29, -0.99, 2.06], [-10.03, -0.98, 1.75], [-9.33, -2.21, 2.82], [3.20, 4.41, -0.57], [4.45, 5.08, 0.52], [5.07, 4.03, 1.40], [3.92, 3.40, 2.62], [3.99, 5.88, 1.11], [5.22, 5.53, -0.11], [5.91, 4.45, 1.95], [5.44, 3.18, 0.82], [2.12, 0.73, -3.48], [3.06, 1.11, -4.19], [1.06, 0.29, -4.20], [2.00, 0.70, -2.20], [1.50, 0.46, -5.05], [2.71, 8.00, -4.29], [1.80, 8.85, -4.79], [0.39, 8.85, -4.31], [-0.40, 9.65, -4.78], [0.01, 7.88, -3.28], [0.92, 7.03, -2.79], [2.34, 7.05, -3.25], [3.14, 6.27, -2.76], [0.59, 6.12, -1.83], [2.13, 9.73, -5.76], [3.73, 7.99, -4.63], [-1.02, 7.88, -2.95], [1.41, 5.64, -1.65], [1.32, 10.23, -5.96], [4.99, 9.18, -6.98], [4.33, 8.26, -7.48], [5.67, 8.96, -5.97], [4.96, 10.31, -7.47], [-2.30, -9.00, 1.97], [-3.53, -9.24, 1.37], [-4.33, -10.28, 1.82], [-3.91, -11.07, 2.89], [-2.68, -10.83, 3.49], [-1.87, -9.79, 3.03], [-1.67, -8.19, 1.61], [-3.86, -8.62, 0.54], [-5.29, -10.47, 1.35], [-4.54, -11.88, 3.24], [-2.35, -11.44, 4.32], [-0.91, -9.61, 3.49], [8.64, 6.14, 2.01], [7.42, 6.16, 1.86], [9.24, 6.61, 3.13], [9.48, 5.64, 1.07], [10.24, 6.60, 3.27], [8.65, 6.99, 3.85], [9.06, 5.28, 0.23], [10.48, 5.61, 1.18], [2.26, 2.28, -1.27]],
  "mulliken_charge": [-0.25, -0.42, -0.28, -0.85, 0.33, 0.34, 0.41, -0.49, 1.01, -0.47, 0.67, -0.52, -0.46, -0.56, -0.03, 0.26, 0.26, 0.12, 0.37, 0.37, 0.24, -0.57, 0.21, 0.42, -0.83, 0.29, -0.07, 0.12, -0.42, 0.15, 0.21, -0.14, 0.15, 1.04, 0.34, -0.63, 0.67, -0.45, -0.47, 0.17, 0.31, 0.28, 0.04, -0.31, -0.34, -0.19, 0.39, 0.31, 0.11, 0.35, 0.90, -0.59, -0.40, -0.50, 0.35, -0.79, 0.39, 0.84, -0.58, -0.92, 0.32, 0.99, -0.53, -0.51, -0.46, 0.41, 0.44, 0.16, 0.34, 1.07, -0.50, -0.56, -0.53, -0.07, -0.48, -0.39, -0.43, -0.35, -0.54, 0.44, 0.37, 0.37, 0.37, 0.36, 0.36, 0.68, -0.67, -0.41, -0.37, 0.17, 0.22, 0.20, 0.17, 0.46],
  "max_force_ha_per_bohr": 0.105,
  "homo_lumo_gap_ev": 1.0,
  "charge": 1,
  "de_lowest_kj_mol": 493.6
}

***

[2]
{
  "formula": "C25H41BrN2P2Pb",
  "method": "wB97M-V/def2-TZVPD",
  "species": ["C", "C", "C", "C", "N", "C", "C", "C", "C", "C", "C", "C", "C", "C", "Pb", "P", "H", "H", "H", "H", "H", "H", "H", "H", "C", "C", "H", "H", "H", "H", "H", "C", "C", "H", "H", "H", "H", "H", "C", "C", "H", "H", "H", "H", "H", "Br", "P", "C", "C", "H", "H", "H", "H", "H", "C", "C", "H", "H", "H", "H", "H", "C", "C", "H", "H", "H", "H", "H", "N", "H", "H", "H"],
  "xyz": [[-5.34, -5.65, -1.82], [-4.02, -5.25, -2.00], [-3.22, -5.95, -2.91], [-3.79, -7.04, -3.61], [-5.06, -7.42, -3.44], [-5.83, -6.75, -2.57], [-3.47, -4.11, -1.24], [-3.03, -3.20, -0.64], [-2.49, -2.08, 0.11], [-3.23, -0.88, 0.26], [-2.72, 0.19, 0.97], [-1.47, 0.04, 1.51], [-0.69, -1.08, 1.41], [-1.21, -2.15, 0.70], [-0.57, 1.65, 2.66], [-0.43, 2.97, 0.54], [-2.18, -5.69, -3.08], [-6.01, -5.14, -1.13], [-3.19, -7.60, -4.32], [-6.85, -7.08, -2.46], [-0.63, -3.07, 0.59], [-4.23, -0.82, -0.20], [0.30, -1.16, 1.86], [-3.32, 1.10, 1.07], [0.69, 4.33, 1.01], [1.29, 5.15, -0.12], [1.51, 3.88, 1.62], [0.12, 4.96, 1.73], [1.72, 6.09, 0.28], [2.11, 4.62, -0.62], [0.55, 5.44, -0.87], [0.29, 2.01, -0.81], [-0.48, 1.99, -2.14], [0.44, 0.98, -0.46], [1.30, 2.43, -0.95], [0.04, 1.35, -2.86], [-1.49, 1.58, -2.01], [-0.57, 2.99, -2.59], [-2.06, 3.59, 0.08], [-2.08, 4.88, -0.78], [-2.62, 3.78, 1.01], [-2.58, 2.78, -0.44], [-3.11, 5.12, -1.06], [-1.69, 5.73, -0.22], [-1.50, 4.78, -1.70], [0.28, 3.68, 3.97], [4.63, -0.72, 0.43], [3.86, 0.69, -0.54], [4.88, 1.72, -1.08], [3.10, 1.17, 0.08], [3.34, 0.22, -1.39], [4.44, 2.29, -1.90], [5.19, 2.42, -0.30], [5.78, 1.22, -1.45], [4.11, -0.28, 2.17], [5.04, -0.86, 3.27], [3.11, -0.70, 2.29], [4.04, 0.81, 2.27], [4.96, -0.26, 4.19], [4.77, -1.89, 3.51], [6.09, -0.84, 2.96], [3.35, -2.05, 0.11], [3.78, -3.06, -0.98], [2.40, -1.57, -0.16], [3.20, -2.56, 1.06], [3.21, -3.99, -0.87], [3.59, -2.67, -1.98], [4.84, -3.29, -0.90], [-2.65, 2.03, 3.64], [-3.03, 1.13, 3.74], [-3.14, 2.62, 3.02], [-2.38, 2.46, 4.49]],
  "mulliken_charge": [-0.44, 0.50, -0.46, -0.33, -0.55, -0.34, 0.16, -0.53, 0.58, -0.87, -0.13, 0.25, -0.69, -0.76, 1.24, 0.64, 0.40, 0.40, 0.38, 0.38, 0.49, 0.47, 0.51, 0.43, -0.78, -1.33, 0.52, 0.40, 0.37, 0.33, 0.31, 0.30, -1.45, 0.03, 0.30, 0.42, 0.31, 0.30, -0.10, -1.40, 0.24, 0.33, 0.43, 0.37, 0.25, -0.27, -0.04, 0.30, -1.38, -0.43, 0.45, 0.36, 0.33, 0.42, 0.03, -1.24, -0.20, 0.43, 0.36, 0.31, 0.36, -0.19, -1.28, -0.04, 0.48, 0.37, 0.30, 0.37, -0.64, 0.34, 0.26, 0.35],
  "max_force_ha_per_bohr": 0.074,
  "homo_lumo_gap_ev": [3.5, 3.5],
  "charge": 2,
  "de_lowest_kj_mol": 0.0
}

***

[3]
{
  "formula": "C25H41Cl10FN2O9PS",
  "method": "wB97M-V/def2-TZVPD",
  "species": ["C", "C", "F", "C", "C", "C", "O", "O", "O", "C", "C", "C", "O", "C", "O", "C", "N", "N", "C", "C", "C", "C", "O", "O", "C", "P", "O", "O", "S", "H", "H", "H", "H", "H", "H", "H", "H", "H", "H", "H", "H", "H", "H", "H", "H", "H", "H", "H", "H", "H", "Cl", "C", "C", "Cl", "H", "H", "H", "H", "Cl", "C", "C", "Cl", "H", "H", "H", "H", "Cl", "C", "C", "Cl", "H", "H", "H", "H", "Cl", "C", "C", "Cl", "H", "H", "H", "H", "Cl", "C", "C", "Cl", "H", "H", "H", "H"],
  "xyz": [[-2.00, -0.89, 4.17], [-0.89, -0.63, 3.03], [-0.05, -1.80, 2.78], [-1.42, 0.08, 1.70], [-0.53, 1.30, 1.18], [0.83, 1.83, 1.83], [1.98, 1.53, 1.48], [0.71, 2.71, 2.98], [0.28, 3.94, 2.59], [-1.00, 2.07, -0.07], [-0.16, 3.32, -0.65], [0.76, 2.70, -1.86], [1.94, 2.00, -1.38], [1.76, 0.57, -1.45], [2.64, -0.14, -1.96], [-2.35, 1.59, -0.75], [-2.72, 2.44, -1.90], [-3.11, 0.46, -0.29], [-4.36, 0.16, -1.06], [-5.73, 0.40, -0.25], [-5.63, 1.24, 1.11], [-6.68, 2.48, 1.14], [-6.31, 3.52, 1.75], [-7.96, 2.44, 0.54], [-2.71, -0.33, 0.89], [-3.71, -1.83, 1.49], [-4.79, -2.48, 0.35], [-4.72, -1.41, 2.83], [-2.56, -3.37, 1.90], [-2.31, -1.98, 4.28], [-2.86, -0.17, 3.95], [-1.60, -0.57, 5.21], [-0.16, 0.06, 3.59], [-0.62, 4.14, 2.95], [-0.87, 4.05, -1.19], [0.46, 3.84, 0.15], [1.14, 3.54, -2.55], [0.15, 1.95, -2.49], [0.82, 0.09, -0.98], [-1.96, 2.48, -2.59], [-3.00, 3.38, -1.58], [-4.47, 0.75, -2.04], [-4.23, -0.93, -1.43], [-6.45, 0.99, -0.94], [-6.31, -0.56, -0.01], [-5.98, 0.55, 1.97], [-4.62, 1.70, 1.35], [-8.46, 1.77, 1.06], [-4.58, -3.41, 0.12], [-5.10, -2.26, 3.16], [-2.85, -6.17, -0.57], [-1.76, -5.78, -1.93], [-0.76, -4.70, -1.56], [-1.53, -3.11, -1.34], [-2.37, -5.48, -2.78], [-1.23, -6.70, -2.18], [-0.03, -4.58, -2.36], [-0.22, -4.95, -0.64], [3.19, 5.16, -4.73], [2.86, 3.81, -5.84], [1.40, 3.71, -6.20], [0.40, 3.21, -4.81], [3.23, 2.89, -5.37], [3.45, 3.98, -6.74], [1.25, 2.95, -6.98], [1.01, 4.66, -6.57], [1.67, -1.32, 7.39], [2.45, -1.91, 5.90], [3.15, -0.81, 5.14], [2.01, 0.36, 4.44], [1.68, -2.39, 5.28], [3.17, -2.67, 6.20], [3.73, -1.23, 4.31], [3.85, -0.26, 5.79], [4.31, -3.92, 4.52], [5.21, -5.35, 5.10], [4.56, -5.98, 6.32], [4.69, -4.94, 7.76], [6.23, -5.04, 5.30], [5.22, -6.07, 4.28], [5.06, -6.92, 6.56], [3.50, -6.19, 6.15], [4.77, 2.99, -9.00], [6.54, 2.95, -8.74], [6.89, 2.54, -7.33], [6.45, 3.79, -6.14], [6.94, 3.93, -9.00], [6.94, 2.22, -9.45], [7.97, 2.40, -7.25], [6.40, 1.61, -7.04]],
  "mulliken_charge": [-1.19, 0.81, -0.35, 0.16, 0.54, -0.36, -0.36, -0.06, -0.38, 0.11, -0.91, -0.65, -0.39, 0.33, -0.50, 0.14, -0.36, 0.72, -0.91, -0.40, -0.04, 0.24, -0.52, -0.46, 0.09, 0.49, -0.58, -0.53, -0.25, 0.28, 0.33, 0.31, -0.21, 0.33, 0.32, 0.40, 0.44, 0.45, 0.26, 0.24, 0.33, 0.57, 0.18, 0.47, 0.32, 0.24, 0.05, 0.36, 0.36, 0.36, -0.16, -0.43, -0.64, -0.05, 0.30, 0.34, 0.36, 0.30, -0.19, -0.25, -0.55, -0.11, 0.32, 0.10, 0.33, 0.36, -0.21, -0.21, -0.38, -0.07, 0.34, 0.08, 0.19, 0.39, -0.17, -0.45, -0.51, -0.18, 0.32, 0.31, 0.35, 0.31, -0.18, -0.41, -0.50, -0.16, 0.31, 0.31, 0.34, 0.31],
  "max_force_ha_per_bohr": 0.100,
  "homo_lumo_gap_ev": 6.6,
  "charge": 1
}

***

The evaluated total energy for the records listed, in turn: -4016.52652; -4535.58496; -7204.67704 Ha.